Entry from OMol25: a structure of composition CH5F2N2 (wB97M-V/def2-TZVPD).

Summary:
Total charge: +1
Lowest unoccupied orbital energy (eV): -4.79
HOMO-LUMO gap (eV): 10.68
M (g mol⁻¹): 83.06
Relative energy (zero: lowest compared OMol25 entry of this formula, charge and spin) (kJ/mol): 178.8

Atoms and positions in Å:
C1 0.210 0.673 -0.261
N1 -1.648 0.064 -0.554
N2 0.980 -0.447 0.197
F1 -2.288 0.799 0.337
F2 -1.528 -1.143 0.041
H1 0.175 1.322 0.595
H2 0.564 1.079 -1.312
H3 1.818 -0.344 0.865
H4 1.278 -0.941 -0.588
H5 0.440 -1.064 0.681

Force components x, y, z for each atom (eV/Å):
C -2.0826 1.3222 -2.2179
N 4.0062 1.3550 -0.6356
N 3.1178 1.0003 0.3969
F -0.5866 0.5099 0.7722
F -0.2312 -1.1999 0.5978
H -0.6132 0.9548 -0.3205
H -0.8079 -0.7547 2.5296
H -1.1909 0.7182 -1.3538
H 1.1418 -1.4115 -1.7348
H -2.7534 -2.4943 1.9661


Entry from OMol25: the ion CH5F2N2 with charge +1 (wB97M-V/def2-TZVPD).

Summary:
Total charge: +1
Lowest unoccupied orbital energy (eV): -4.48
SMILES: [NH3+]CN(F)F
HOMO-LUMO gap (eV): 11.11
M (g mol⁻¹): 83.06
Relative energy (zero: lowest compared OMol25 entry of this formula, charge and spin) (kJ/mol): 56.8

Atoms and positions in Å:
C1 -0.396 0.389 -0.251
N1 1.183 0.429 -0.637
N2 -0.590 -0.837 0.328
F1 1.729 0.084 0.591
F2 1.599 1.661 -0.839
H1 -0.956 0.686 -1.201
H2 -0.525 1.203 0.459
H3 -0.323 -1.740 -0.247
H4 -1.637 -1.011 0.579
H5 -0.084 -0.864 1.218

Force components x, y, z for each atom (eV/Å):
C 2.6641 5.4297 -3.5800
N -2.3242 -2.3501 -0.2008
N -2.7451 -5.5920 0.9755
F 0.3995 0.0606 0.6489
F -0.3798 1.2966 0.0907
H 0.6742 -1.1081 1.2660
H -0.2044 -0.1166 0.2707
H -0.2279 2.2298 0.9771
H 1.9438 0.4640 -0.4821
H 0.1998 -0.3141 0.0340


Entry from OMol25: a structure of composition CH5F3NbO2S (wB97M-V/def2-TZVPD).

Summary:
Total charge: -1
Lowest unoccupied orbital energy (eV): 2.29
HOMO-LUMO gap (eV): 7.95
M (g mol⁻¹): 231.02

Atoms and positions in Å:
O1 1.087 -0.206 -1.932
S1 0.769 -0.561 -0.550
O2 0.866 -1.989 -0.246
Nb1 -1.747 0.058 -0.122
C1 2.170 0.244 0.459
F1 3.095 0.807 -0.321
F2 1.641 1.199 1.236
F3 2.785 -0.640 1.248
H1 -1.532 1.403 1.074
H2 -1.539 -1.051 1.340
H3 -2.810 -1.186 -0.943
H4 -1.424 1.201 -1.529
H5 -3.362 0.720 0.286

Force components x, y, z for each atom (eV/Å):
O 0.2453 0.1689 0.0599
S 0.3373 -0.0824 -0.4026
O 0.0309 0.0484 0.2212
Nb -1.2239 -0.3264 -0.3588
C -0.1314 -0.2021 -0.1079
F 0.0492 0.0596 -0.0434
F 0.0310 0.1088 0.0765
F 0.0541 -0.0331 0.1006
H -0.7115 -0.4926 -0.1371
H 0.8412 0.3026 -0.1687
H -0.5539 0.5085 0.6080
H 0.7298 -0.0611 0.2610
H 0.3020 0.0008 -0.1087


Entry from OMol25: the molecule CH5FOP2 (wB97M-V/def2-TZVPD).

Summary:
Lowest unoccupied orbital energy (eV): -0.06
SMILES: COP(F)#[PH2]
HOMO-LUMO gap (eV): 9.52
M (g mol⁻¹): 114.00
Relative energy (zero: lowest compared OMol25 entry of this formula, charge and spin) (kJ/mol): 151.9

Atoms and positions in Å:
C1 1.933 0.201 0.292
O1 0.609 -0.061 0.415
F1 -1.612 1.798 0.100
P1 -2.000 -0.907 0.263
P2 -0.885 0.639 -0.825
H1 2.247 -0.013 -0.712
H2 2.461 -0.334 1.029
H3 2.281 1.318 0.272
H4 -1.782 -2.137 -0.611
H5 -3.252 -0.506 -0.224

Force components x, y, z for each atom (eV/Å):
C 1.2160 3.3701 -2.3023
O -4.6800 1.0328 -1.2120
F 0.8426 -0.7072 -0.8420
P 0.5314 -1.5367 -0.4364
P 2.1401 -0.7103 3.2502
H 0.7027 -1.0022 -0.5710
H 0.7837 -0.6696 0.8550
H -0.9248 -1.3607 0.9433
H -0.3498 1.6936 0.7394
H -0.2618 -0.1098 -0.4241


Entry from OMol25: the molecule CH5FP2 (wB97M-V/def2-TZVPD).

Summary:
Lowest unoccupied orbital energy (eV): 0.91
SMILES: FC(P)P
HOMO-LUMO gap (eV): 10.31
M (g mol⁻¹): 98.00
Relative energy (zero: lowest compared OMol25 entry of this formula, charge and spin) (kJ/mol): 185.8

Atoms and positions in Å:
C1 -0.403 -0.852 0.291
F1 -0.747 -2.218 0.119
P1 1.133 -0.600 -0.555
P2 -1.911 0.210 -0.406
H1 -0.333 -0.785 1.451
H2 1.785 -1.629 0.168
H3 1.844 0.279 0.377
H4 -2.093 -0.362 -1.647
H5 -1.263 1.452 -0.675

Force components x, y, z for each atom (eV/Å):
C -2.3510 -0.0408 2.4929
F -0.0706 0.5254 -0.4200
P 2.6357 0.3431 -0.2691
P 0.1494 -0.2733 2.3181
H -0.2798 0.4954 -2.0463
H 0.0355 -0.3340 -0.3008
H -0.9142 -0.0646 -0.5609
H 0.6127 -0.0981 -0.8338
H 0.1822 -0.5532 -0.3802


Entry from OMol25: a cluster of 2 separate species, CH5IN in total (wB97M-V/def2-TZVPD).

Summary:
Total charge: +1
Lowest unoccupied orbital energy (eV): -7.32
HOMO-LUMO gap (eV): 7.21
M (g mol⁻¹): 157.96
Relative energy (zero: lowest compared OMol25 entry of this formula, charge and spin) (kJ/mol): 252.0

Atoms and positions in Å:
C1 1.533 -0.574 -0.865
N1 -0.765 0.789 0.027
I1 3.184 -0.072 0.089
H1 1.137 -1.672 -0.725
H2 0.984 0.047 -1.662
H3 -1.052 1.819 0.007
H4 -1.241 0.135 -0.486
H5 -0.517 0.467 0.954

Force components x, y, z for each atom (eV/Å):
C -1.7787 -1.0750 -0.9489
N 2.3628 3.1261 1.4931
I -0.5711 0.0153 -0.3598
H 0.7191 2.3308 -0.0938
H 1.3481 -0.8079 1.3848
H 0.3846 -2.4644 -0.1726
H -1.9808 -1.3146 -1.2748
H -0.4841 0.1896 -0.0280


Entry from OMol25: a cluster of 2 separate species, CH5INP in total (wB97M-V/def2-TZVPD).

Summary:
Lowest unoccupied orbital energy (spin up / spin down) (eV): -0.75 / -0.91
HOMO-LUMO gap (spin up / spin down) (eV): 7.56 / 8.08
M (g mol⁻¹): 188.94
Relative energy (zero: lowest compared OMol25 entry of this formula, charge and spin) (kJ/mol): 372.2

Atoms and positions in Å:
C1 0.661 -0.649 0.334
N1 0.195 0.638 0.711
P1 -0.963 1.381 -0.270
I1 -2.593 -0.542 -0.227
H1 0.005 -1.426 0.902
H2 0.368 -0.744 -0.681
H3 1.870 -0.693 0.530
H4 0.794 1.167 1.231
H5 -0.336 0.866 -2.531

Force components x, y, z for each atom (eV/Å):
C 1.6551 -1.9139 2.1882
N -2.5701 0.1810 -2.3518
P 0.4474 -1.0414 -0.9410
I 0.0711 0.6206 -0.1610
H 1.8033 0.8506 -0.7354
H 0.5921 -0.6891 -1.2147
H -3.2001 -0.3741 -0.5751
H 1.6397 1.9359 1.5333
H -0.4385 0.4302 2.2575


Entry from OMol25: the molecule CH5INP (wB97M-V/def2-TZVPD).

Summary:
Lowest unoccupied orbital energy (spin up / spin down) (eV): 0.95 / -2.68
HOMO-LUMO gap (spin up / spin down) (eV): 8.30 / 6.16
Spin multiplicity: 3
M (g mol⁻¹): 188.94
Relative energy (zero: lowest compared OMol25 entry of this formula, charge and spin) (kJ/mol): 194.0

Atoms and positions in Å:
C1 -0.706 0.679 -0.755
N1 0.575 0.173 -0.227
P1 0.355 -1.439 0.197
I1 1.754 1.530 1.189
H1 -0.766 1.789 -0.882
H2 -0.878 0.215 -1.652
H3 -1.624 0.373 -0.116
H4 1.586 -1.892 0.784
H5 -0.297 -1.427 1.462

Force components x, y, z for each atom (eV/Å):
C -0.6761 1.2964 2.4960
N -2.1667 -0.2544 -0.0179
P 0.4411 -1.9034 -0.0693
I 1.2295 1.2740 0.9237
H 0.5139 -0.9554 0.2760
H -0.4514 -0.9941 -2.5168
H 1.4909 0.3834 -0.5493
H -0.2232 0.6910 -0.3251
H -0.1580 0.4625 -0.2173


Entry from OMol25: a cluster of 2 separate species, CH5IOSi in total (wB97M-V/def2-TZVPD).

Summary:
Lowest unoccupied orbital energy (eV): -0.01
SMILES: C=[SiH]I.O
HOMO-LUMO gap (eV): 8.73
M (g mol⁻¹): 188.04
Relative energy (zero: lowest compared OMol25 entry of this formula, charge and spin) (kJ/mol): 342.2

Atoms and positions in Å:
C1 -1.630 1.709 0.284
O1 2.278 -1.464 -0.208
Si1 -0.109 1.618 -0.497
I1 2.001 2.616 0.429
H1 -1.990 2.267 1.205
H2 1.406 -1.700 0.278
H3 -2.484 1.136 -0.215
H4 2.188 -1.962 -1.009
H5 0.393 1.334 -1.868

Force components x, y, z for each atom (eV/Å):
C -1.5379 -0.3346 -0.3199
O -2.4308 -0.2193 1.8716
Si 0.9701 1.0852 0.7925
I -0.9182 -0.3039 -0.1532
H 1.0513 -0.9418 -1.1805
H 2.2705 0.6676 -1.0516
H 1.2527 0.8868 0.5806
H 0.1009 -0.4261 -0.8183
H -0.7587 -0.4138 0.2789


Entry from OMol25: a cluster of 2 separate species, CH5IOSi in total (wB97M-V/def2-TZVPD).

Summary:
Lowest unoccupied orbital energy (spin up / spin down) (eV): -0.47 / -0.55
HOMO-LUMO gap (spin up / spin down) (eV): 9.39 / 6.71
M (g mol⁻¹): 188.04
Relative energy (zero: lowest compared OMol25 entry of this formula, charge and spin) (kJ/mol): 386.2

Atoms and positions in Å:
C1 1.122 -0.374 0.038
O1 -0.841 1.802 0.165
Si1 -0.629 0.233 -0.174
I1 -1.780 -0.158 -2.246
H1 1.350 -0.519 1.084
H2 1.350 -1.320 -0.542
H3 1.946 0.250 -0.216
H4 -1.467 2.455 0.504
H5 -1.051 -2.367 1.388

Force components x, y, z for each atom (eV/Å):
C 0.6019 -1.0055 -0.7830
O 0.5252 0.7145 0.3934
Si -0.3683 -0.8016 1.0188
I -0.0291 -0.1849 -0.5550
H -0.5025 -0.5080 0.4722
H -0.7506 0.8199 0.8193
H 0.4038 1.1984 -0.7975
H 0.1539 -0.8372 -0.2796
H -0.0344 0.6045 -0.2885